Record 1
10
Properties=species:S:1:pos:R:3 method="wB97M-V/def2-TZVPD" spin_multiplicity=6 gap_ev="7.110 / 4.496" largest_force_ev_per_a=4.90 total_charge=+1 e_tot_ev=-12121.9152
H 0.14 -0.58 -0.13
O -2.05 -0.63 0.89
C -1.79 -0.97 -0.24
O -0.51 -0.91 -0.75
O -2.56 -1.40 -1.18
Ir -1.21 -1.76 -2.59
H -4.00 -0.98 -1.20
C -5.32 -1.14 -1.02
C -5.01 -0.04 -1.52
H -5.71 -2.06 -0.59

***

Record 2
11
Properties=species:S:1:pos:R:3 method="wB97M-V/def2-TZVPD" spin_multiplicity=2 gap_ev="5.574 / 6.732" largest_force_ev_per_a=5.62 total_charge=+2 e_tot_ev=-10347.8568
O -1.53 -0.32 -1.50
C -0.94 0.75 -1.33
C 0.45 0.75 -0.75
H -1.40 1.72 -1.49
H 0.86 1.75 -0.71
H 1.08 0.09 -1.34
La -1.53 -2.35 -0.37
O 0.66 -0.04 0.90
C 0.05 -1.03 1.39
O 0.35 -1.51 2.51
Li 1.95 0.20 2.69

***

Record 3
10
Properties=species:S:1:pos:R:3 method="wB97M-V/def2-TZVPD" spin_multiplicity=1 gap_ev="5.176 / 5.151" largest_force_ev_per_a=4.16 total_charge=+1 e_tot_ev=-7651.8178
O 2.35 -0.71 2.46
C 2.06 0.39 2.34
C 1.63 1.79 2.36
H 0.78 1.74 3.05
H 1.86 2.79 2.73
H 1.93 2.11 1.35
O -0.95 0.38 -0.01
C -0.79 1.51 -0.08
Li -1.60 -1.18 1.30
Li 0.44 -1.17 -0.31

***

Record 4
9
Properties=species:S:1:pos:R:3 method="wB97M-V/def2-TZVPD" spin_multiplicity=2 gap_ev="8.431 / 11.847" largest_force_ev_per_a=2.95 total_charge=+1 e_tot_ev=-7451.5009
O 1.17 -0.83 -0.22
Li -2.53 -1.88 0.24
O -0.97 -1.59 -0.02
C -0.15 -0.72 0.03
C 1.34 0.57 -0.28
C -0.10 0.85 -0.01
H 2.26 0.99 0.11
H -0.70 1.29 -0.81
H -0.34 1.31 0.96

***

Record 5
9
Properties=species:S:1:pos:R:3 method="wB97M-V/def2-TZVPD" spin_multiplicity=1 gap_ev=4.971 largest_force_ev_per_a=1.20 total_charge=0 e_tot_ev=-15065.2803
C 0.47 2.15 1.77
O 1.58 0.63 0.33
C 1.54 1.69 1.11
C -0.57 2.84 2.20
Mg -1.69 -3.11 -2.67
H 2.50 2.18 1.34
H -0.94 2.75 3.23
H -1.13 3.53 1.55
Na 0.32 -0.93 -0.68

***

Record 6
11
Properties=species:S:1:pos:R:3 method="wB97M-V/def2-TZVPD" spin_multiplicity=2 gap_ev="4.887 / 4.653" largest_force_ev_per_a=9.48 total_charge=+1 e_tot_ev=-15393.7216
O -1.29 0.71 -2.09
C -0.09 0.90 -2.25
C 0.85 -0.03 -1.66
H 0.31 1.75 -2.79
H 1.88 0.22 -1.84
H 0.61 -1.06 -1.86
Mg -2.51 -0.11 -0.81
O 0.27 -0.87 2.14
C -0.45 -0.08 2.57
O -0.74 0.72 3.53
Rb 1.18 -2.15 5.06

***

Record 7
10
Properties=species:S:1:pos:R:3 method="wB97M-V/def2-TZVPD" spin_multiplicity=7 gap_ev="7.436 / 7.038" largest_force_ev_per_a=1.97 total_charge=0 e_tot_ev=-40618.2787
C 0.79 -0.79 0.00
C -1.36 0.09 0.24
O -0.40 -1.25 -0.01
O 0.86 0.55 0.11
C -0.48 1.18 -0.14
H -2.25 -0.03 -0.37
H -1.55 -0.04 1.32
H -0.48 1.33 -1.23
O 1.87 -1.39 0.02
Mn 2.98 0.35 0.06

***

Record 8
9
Properties=species:S:1:pos:R:3 method="wB97M-V/def2-TZVPD" spin_multiplicity=1 gap_ev=4.385 largest_force_ev_per_a=7.31 total_charge=+1 e_tot_ev=-8174.4798
C 2.71 -0.62 -0.39
C -1.67 -1.39 0.03
C -2.75 0.80 0.33
N 3.74 -0.03 -0.15
N -2.29 -0.38 0.08
O 1.68 -1.06 -0.62
H -3.28 0.68 1.24
H -2.79 1.75 -0.33
H 4.64 0.25 -0.18

***

Record 9
11
Properties=species:S:1:pos:R:3 method="wB97M-V/def2-TZVPD" spin_multiplicity=1 gap_ev="7.268 / 7.482" largest_force_ev_per_a=4.43 total_charge=+1 e_tot_ev=-21060.8858
C -1.41 0.33 0.04
C 0.19 -1.30 0.07
C 0.85 0.05 -0.01
N -1.16 -1.00 -0.10
N -0.23 0.96 0.00
O 0.68 -2.36 0.15
O 2.82 1.71 -0.11
S 2.59 0.32 0.05
H -2.31 0.99 -0.17
H -1.78 -1.74 0.09
H -0.24 2.03 0.01

***

Record 10
10
Properties=species:S:1:pos:R:3 method="wB97M-V/def2-TZVPD" spin_multiplicity=1 gap_ev=6.567 largest_force_ev_per_a=5.11 total_charge=-1 e_tot_ev=-19019.3506
C 0.20 2.07 0.27
C -0.98 0.14 -0.04
C 0.16 -0.47 0.07
N 1.33 1.54 0.47
N 0.22 -1.93 -0.05
O 1.41 0.15 0.34
S -2.57 -0.30 -0.25
H 0.03 3.10 0.26
H -0.73 -2.13 -0.32
H 0.93 -2.17 -0.75

***

Record 11
10
Properties=species:S:1:pos:R:3 method="wB97M-V/def2-TZVPD" spin_multiplicity=1 gap_ev="8.630 / 8.629" largest_force_ev_per_a=7.92 total_charge=+1 e_tot_ev=-19007.3888
C -1.03 -0.63 -0.30
C -0.09 -0.09 -1.35
C -0.38 -0.59 0.99
N 0.79 -0.18 0.63
N 0.68 0.51 -0.51
O 0.96 2.05 1.02
S 1.82 0.95 0.78
H -1.98 -1.05 -0.76
H -0.09 -0.30 -2.50
H -0.69 -0.66 1.99

***

Record 12
9
Properties=species:S:1:pos:R:3 method="wB97M-V/def2-TZVPD" smiles=N#CC(P)C#N spin_multiplicity=1 gap_ev=11.325 largest_force_ev_per_a=3.94 total_charge=0 e_tot_ev=-15426.0222
N -0.49 2.38 0.38
C -0.31 1.33 -0.03
C -0.14 -0.09 -0.49
P 1.32 -0.96 0.33
C -1.29 -0.79 -0.14
N -2.16 -1.42 0.27
H 0.02 -0.26 -1.75
H 0.98 -0.19 1.57
H 2.07 0.00 -0.14

***

Record 13
10
Properties=species:S:1:pos:R:3 method="wB97M-V/def2-TZVPD" spin_multiplicity=1 gap_ev=8.150 largest_force_ev_per_a=4.21 total_charge=0 e_tot_ev=-26261.3964
H 0.75 -2.54 0.12
N 0.30 -1.61 0.19
P -1.15 -1.57 -0.18
C -1.53 0.23 0.02
C -0.60 1.18 -0.03
N 0.76 1.05 -0.07
C 1.72 0.31 0.03
S 3.25 0.00 -0.06
H -2.52 0.73 -0.11
H -0.99 2.22 0.08

***

Record 14
9
Properties=species:S:1:pos:R:3 method="wB97M-V/def2-TZVPD" smiles="S[N+]#CN1C=C1" spin_multiplicity=1 gap_ev=9.530 largest_force_ev_per_a=2.32 total_charge=+1 e_tot_ev=-16962.3314
S -3.26 0.05 -0.02
N -1.64 -0.29 0.16
C -0.50 -0.02 -0.01
N 0.66 0.31 -0.34
C 1.96 0.70 0.26
C 1.99 -0.28 -0.60
H -3.70 -0.86 0.82
H 2.22 1.62 0.69
H 2.28 -1.23 -0.95

***

Record 15
9
Properties=species:S:1:pos:R:3 method="wB97M-V/def2-TZVPD" spin_multiplicity=1 gap_ev="3.670 / 3.669" largest_force_ev_per_a=3.29 total_charge=+1 e_tot_ev=-16958.6941
C 0.02 1.99 -0.06
C 1.69 1.14 0.00
C 0.66 0.21 -0.02
N 1.22 2.42 0.01
N -0.55 0.87 0.02
S -3.52 0.31 -0.06
H 2.70 1.11 0.14
H 0.54 -0.76 -0.26
H -3.01 -0.77 -0.82

***

Record 16
9
Properties=species:S:1:pos:R:3 method="wB97M-V/def2-TZVPD" spin_multiplicity=1 gap_ev="5.918 / 7.281" largest_force_ev_per_a=3.54 total_charge=+1 e_tot_ev=-16960.4526
C -1.54 1.30 1.41
C 0.18 -2.24 -0.98
C 0.90 -1.15 -0.76
N -0.57 0.98 0.83
N 0.41 0.93 0.20
S -0.20 -3.72 -1.16
H -1.72 1.58 2.42
H 1.82 -1.11 -0.16
H 0.94 -0.23 -1.42

***

Record 17
9
Properties=species:S:1:pos:R:3 method="wB97M-V/def2-TZVPD" spin_multiplicity=1 gap_ev=9.474 largest_force_ev_per_a=9.90 total_charge=0 e_tot_ev=-7626.3512
C 0.82 -0.09 0.16
C -1.05 -0.75 -0.15
C -1.00 0.72 0.03
H 2.76 0.57 -0.22
H -2.03 -1.47 0.27
H -1.76 1.43 -0.07
N 2.04 -0.25 -0.04
N 0.04 -1.24 0.02
N 0.18 1.09 0.00

***

Record 18
10
Properties=species:S:1:pos:R:3 method="wB97M-V/def2-TZVPD" smiles="N=C=CC=O.N#N" spin_multiplicity=1 gap_ev=10.310 largest_force_ev_per_a=1.91 total_charge=0 e_tot_ev=-9676.2216
N 2.39 -0.30 0.84
C 1.25 -0.49 0.45
C 0.02 -0.75 0.06
C -1.18 -0.25 0.78
O -1.44 -0.49 1.94
H 2.89 0.51 0.46
H -0.11 -1.34 -0.85
H -1.86 0.40 0.18
N -0.56 1.07 -2.15
N -1.41 1.62 -1.71

***

Record 19
10
Properties=species:S:1:pos:R:3 method="wB97M-V/def2-TZVPD" smiles="N=C=CC=O.N#N" spin_multiplicity=1 gap_ev=10.109 largest_force_ev_per_a=3.07 total_charge=0 e_tot_ev=-9675.6373
N 2.31 -0.16 0.48
C 1.17 -0.54 0.25
C -0.08 -0.96 0.08
C -1.48 -0.28 0.33
O -1.87 0.43 1.23
H 2.81 0.29 -0.30
H -0.23 -1.93 -0.37
H -2.17 -0.53 -0.51
N 0.15 2.20 -0.44
N -0.63 1.49 -0.74

***

Record 20
10
Properties=species:S:1:pos:R:3 method="wB97M-V/def2-TZVPD" spin_multiplicity=1 gap_ev=9.375 largest_force_ev_per_a=1.08 total_charge=0 e_tot_ev=-9674.5551
N 1.90 -0.19 1.37
C 0.76 -0.43 1.35
N -0.54 -0.71 1.16
N -1.01 -0.96 -0.11
C -0.54 -0.24 -1.06
C 0.27 1.02 -0.94
O 0.07 1.83 -0.07
H -1.02 -1.24 1.87
H -0.87 -0.52 -2.06
H 1.00 1.22 -1.75

***

The records above yield relative energy (zero: lowest compared OMol25 entry of this formula, charge and spin) values of 399.2 195.4 541.3 61.9 0.0 0.1 0.0 427.4 65.2 345.3 729.9 124.7 206.3 368.7 719.6 550.0 308.6 118.9 175.3 279.7 kJ/mol, respectively.